{
  "formula": "C6H37NO11",
  "method": "the ωB97M-V functional and the def2-TZVPD basis",
  "elements": ["C", "C", "C", "C", "C", "N", "C", "H", "H", "H", "H", "H", "H", "H", "H", "H", "H", "H", "H", "H", "H", "H", "O", "H", "H", "O", "H", "H", "O", "H", "H", "O", "H", "H", "O", "H", "H", "O", "H", "H", "O", "H", "H", "O", "H", "H", "O", "H", "H", "O", "H", "H", "O", "H", "H"],
  "coordinates": [[-2.085, 3.223, 0.410], [-0.665, 2.737, 0.262], [0.005, 2.197, 1.543], [1.146, 1.189, 1.122], [0.595, -0.239, 1.138], [2.257, 1.463, 2.005], [3.435, 0.619, 1.836], [-2.273, 3.828, 1.304], [-2.843, 2.442, 0.480], [-2.359, 3.887, -0.416], [0.029, 3.487, -0.124], [-0.627, 1.865, -0.392], [-0.682, 1.544, 2.065], [0.412, 2.983, 2.153], [1.437, 1.472, 0.108], [0.341, -0.708, 0.188], [-0.258, -0.358, 1.797], [1.337, -0.936, 1.524], [2.124, 1.539, 3.003], [3.731, 0.606, 0.779], [3.241, -0.458, 1.968], [4.265, 0.923, 2.458], [2.344, 3.045, -1.578], [2.340, 3.172, -0.621], [3.134, 3.516, -1.870], [0.679, -3.443, -1.764], [0.670, -4.303, -1.332], [-0.087, -3.342, -2.341], [-3.725, -1.070, 1.536], [-2.953, -0.490, 1.562], [-3.288, -1.926, 1.437], [0.673, -1.406, 4.165], [1.447, -1.957, 4.318], [0.710, -0.673, 4.786], [-1.313, -2.320, 2.460], [-2.015, -2.666, 3.016], [-0.459, -2.681, 2.705], [-2.599, 1.452, -2.627], [-3.543, 1.588, -2.486], [-2.208, 2.326, -2.524], [-0.115, 2.387, -2.940], [0.662, 2.187, -3.465], [0.172, 2.232, -2.036], [2.392, -3.110, 0.971], [3.221, -3.543, 0.738], [1.992, -2.950, 0.102], [-2.707, -3.702, -1.671], [-1.872, -4.109, -1.433], [-2.511, -2.753, -1.703], [-1.318, -1.085, -2.021], [-1.869, -0.288, -2.107], [-0.400, -0.796, -2.052], [1.321, 0.031, -3.462], [0.537, 0.149, -4.016], [2.029, 0.002, -4.116]],
  "atomic_forces_ev_per_a": [[-0.66, 0.88, 0.08], [0.61, -0.77, 0.95], [0.21, -1.29, -1.37], [-1.28, 0.97, 0.89], [0.49, -0.75, 0.07], [2.02, -0.13, 0.03], [-0.58, -0.91, -1.20], [0.46, 0.01, 0.06], [0.26, -0.30, -0.22], [-0.06, -0.19, -0.10], [-0.33, 0.20, -0.30], [-0.33, 0.13, -0.39], [-0.45, 0.47, 0.59], [0.01, 0.33, 0.40], [0.39, -0.22, -0.01], [-0.22, 0.54, -0.32], [-0.09, 0.10, 0.02], [0.15, 0.10, 0.16], [-1.04, 0.02, -0.13], [0.23, 0.55, 0.06], [0.00, 0.11, 0.56], [0.10, 0.21, 0.13], [0.31, 0.19, 0.19], [0.04, -0.07, -0.01], [-0.11, -0.07, -0.04], [0.49, 0.19, 0.21], [-0.36, -0.01, -0.31], [-0.03, -0.16, 0.16], [0.31, 0.00, 0.00], [-0.17, 0.04, 0.04], [-0.17, 0.00, -0.19], [0.08, -0.17, 0.03], [0.09, 0.23, 0.15], [0.13, -0.10, 0.06], [-0.57, 0.11, -0.76], [0.42, -0.20, 0.33], [-0.15, -0.04, 0.39], [-0.65, -0.01, 0.14], [0.02, -0.12, 0.02], [0.38, -0.14, -0.19], [-0.43, 0.25, -0.20], [0.17, 0.06, 0.16], [0.28, 0.09, -0.04], [0.09, -0.17, -0.43], [0.02, 0.01, 0.19], [-0.19, 0.17, 0.18], [-0.14, 0.05, -0.11], [0.00, 0.02, 0.19], [0.18, -0.06, 0.02], [-0.22, -0.14, 0.01], [0.30, 0.13, -0.12], [-0.03, 0.08, 0.01], [0.01, 0.04, -0.57], [-0.16, -0.09, 0.26], [0.15, -0.17, 0.24]],
  "homo_energy_ev": -8.5,
  "e_above_lowest_kcal_mol": 72.75,
  "smiles": "CCC[C@H](C)NC.O.O.O.O.O.O.O.O.O.O.O",
  "lumo_ha": 0.011,
  "homo_lumo_gap_ev": 8.8
}

---

{
  "formula": "C6H37NO13",
  "method": "the ωB97M-V functional and the def2-TZVPD basis",
  "elements": ["O", "C", "C", "C", "C", "C", "N", "C", "H", "H", "H", "H", "H", "H", "H", "H", "H", "H", "H", "H", "H", "H", "H", "O", "H", "H", "O", "H", "H", "O", "H", "H", "O", "H", "H", "O", "H", "H", "O", "H", "H", "O", "H", "H", "O", "H", "H", "O", "H", "H", "O", "H", "H", "O", "H", "H", "O"],
  "coordinates": [[-1.802, 1.389, 4.721], [-2.104, 0.534, 3.906], [-1.237, 0.223, 2.729], [-1.657, -0.901, 1.773], [-0.355, -1.575, 1.182], [0.333, -0.785, 0.103], [0.364, -1.575, -1.137], [1.663, -1.693, -1.793], [-3.016, 0.001, 4.267], [-0.207, 0.105, 3.116], [-1.159, 1.199, 2.248], [-2.307, -1.637, 2.229], [-2.139, -0.343, 0.943], [-0.737, -2.483, 0.717], [0.149, -1.660, 2.141], [-0.153, 0.199, -0.009], [1.322, -0.532, 0.448], [-0.252, -1.114, -1.832], [2.413, -2.271, -1.265], [1.475, -2.088, -2.798], [2.195, -0.723, -2.022], [-0.114, 2.675, -2.381], [0.199, 4.203, -2.142], [0.589, 3.333, -2.261], [1.130, -3.661, -0.937], [0.706, -5.077, -1.316], [0.664, -4.450, -0.581], [1.573, 2.442, -1.240], [2.269, 2.072, 0.039], [2.459, 2.189, -0.897], [1.478, 1.875, 1.672], [0.502, 3.101, 1.772], [0.791, 2.370, 1.198], [2.620, 0.865, -3.810], [2.173, 2.205, -3.010], [2.752, 1.800, -3.660], [3.566, 0.440, -1.307], [3.754, -0.021, 0.081], [3.979, -0.287, -0.814], [-2.755, 1.567, -2.379], [-1.911, 0.245, -2.154], [-2.058, 1.176, -1.845], [-2.002, -2.309, -2.365], [-3.107, -1.308, -2.269], [-2.179, -1.368, -2.548], [3.964, -0.446, 2.194], [3.845, 1.055, 2.354], [3.303, 0.247, 2.350], [-0.273, 3.178, 4.177], [-1.427, 3.319, 3.126], [-0.527, 3.571, 3.331], [-1.245, -3.937, -0.985], [-2.422, -3.151, -0.417], [-2.192, -3.750, -1.134], [-3.545, 0.578, -0.530], [-4.931, 0.785, -0.199], [-4.419, 0.203, -0.779]],
  "atomic_forces_ev_per_a": [[0.29, 0.22, -0.55], [-0.10, 0.14, 2.22], [-0.18, 0.13, 0.39], [1.10, 1.63, -1.34], [-2.83, 0.42, 1.21], [0.10, 0.37, 0.09], [-0.10, 1.09, -0.92], [0.24, 1.60, -1.38], [0.12, -0.52, -1.28], [-0.41, -0.22, 0.10], [0.07, -0.10, -0.51], [-0.20, -0.05, 0.11], [-0.38, -0.87, 0.30], [0.79, -0.42, 0.50], [1.03, -1.00, -0.47], [0.00, -0.31, -0.31], [0.67, -0.04, -0.18], [0.52, -0.63, 0.85], [-0.06, -0.27, 0.25], [0.11, -0.50, 0.21], [-0.81, -0.84, 0.49], [-0.29, 0.42, 0.06], [-0.14, -0.13, 0.03], [-0.39, -0.34, -0.42], [-0.65, -0.52, 0.46], [0.08, -0.09, 0.23], [0.28, 0.27, -0.69], [0.76, 0.24, 0.47], [0.00, 0.24, -0.24], [-0.02, -0.48, 0.03], [-0.54, 0.20, 0.30], [0.15, -0.36, 0.27], [0.17, -0.12, 0.05], [-0.52, -0.04, 0.43], [-0.06, -0.56, -0.08], [0.80, 0.51, -0.85], [0.18, 0.20, -0.09], [0.00, -0.09, 0.21], [0.33, 0.27, 0.18], [-0.02, -0.27, -0.15], [-0.30, 0.73, 0.02], [0.71, 0.07, 0.14], [0.25, -0.11, 0.21], [0.08, 0.18, -0.17], [-0.84, -0.21, -0.18], [-0.30, 0.02, 0.15], [-0.24, -0.29, 0.11], [0.58, 0.36, -0.29], [-0.58, -0.17, -0.22], [-0.13, -0.22, 0.47], [0.66, 0.67, -0.22], [-0.01, -0.01, 0.13], [-0.06, -0.05, 0.07], [0.20, -0.04, -0.14], [-0.06, -0.63, -0.84], [-0.70, -0.45, -0.28], [0.62, 0.97, 1.05]],
  "homo_energy_ev": -9.0,
  "e_above_lowest_kcal_mol": 89.86,
  "lumo_ha": 0.001,
  "homo_lumo_gap_ev": 9.0
}